1.
Molecular formula: CH7O2S
Method: DFT, ωB97M-V/def2-TZVPD

Positions of all 11 atoms, in Å:
S -0.508 0.854 0.236
O -2.272 -1.419 -0.565
O 1.148 -1.503 1.994
C 0.765 1.416 -0.893
H -2.216 -1.352 -1.518
H -1.947 -0.594 -0.171
H 1.680 1.715 -0.354
H 1.097 0.592 -1.539
H 1.148 -1.076 2.848
H 0.478 2.275 -1.482
H 0.628 -0.908 1.445

Results
⟨S²⟩: 0.75
HOMO (alpha / beta): -0.373 / -0.359 Ha
energy above the lowest of the compared OMol25 structures with the same formula, charge and spin: 4.5 kJ/mol
multiplicity: 2

2.
Molecular formula: CH7O6
Method: DFT, ωB97M-V/def2-TZVPD

Positions of all 14 atoms, in Å:
O -0.872 -0.427 -1.702
O 0.335 1.580 -0.514
O 1.812 0.883 1.128
O 1.314 -1.054 1.886
O -0.002 -0.184 0.403
O -1.131 -1.656 1.070
C 1.079 -0.118 1.119
H -0.298 -0.470 -0.937
H -0.450 -1.002 0.914
H -0.462 1.706 0.000
H -0.325 -0.049 -2.391
H 0.131 0.729 0.137
H -1.319 -2.019 0.204
H 0.186 2.080 -1.316

Results
total charge: -1
HOMO: -0.128 Ha
multiplicity: 1

3.
Molecular formula: CH7OS
Method: DFT, ωB97M-V/def2-TZVPD

Positions of all 10 atoms, in Å:
S -0.620 -0.656 0.476
O 2.249 -0.520 0.182
C -1.329 1.012 -0.266
H 2.771 -1.377 0.265
H -1.521 1.612 0.541
H 2.532 -0.302 -0.717
H -1.496 -1.400 1.111
H -0.831 1.667 -0.983
H -2.356 0.684 -0.441
H 0.602 -0.721 -0.168

Results
total charge: +1
HOMO: -0.581 Ha
energy above the lowest of the compared OMol25 structures with the same formula, charge and spin: 234.2 kJ/mol
multiplicity: 1

> Which of these has the highest multiplicity?

CH7O2S

Please write out number 1 again, unchanged.
Molecular formula: CH7O2S
Method: DFT, ωB97M-V/def2-TZVPD

Positions of all 11 atoms, in Å:
S -0.508 0.854 0.236
O -2.272 -1.419 -0.565
O 1.148 -1.503 1.994
C 0.765 1.416 -0.893
H -2.216 -1.352 -1.518
H -1.947 -0.594 -0.171
H 1.680 1.715 -0.354
H 1.097 0.592 -1.539
H 1.148 -1.076 2.848
H 0.478 2.275 -1.482
H 0.628 -0.908 1.445

Results
⟨S²⟩: 0.75
HOMO (alpha / beta): -0.373 / -0.359 Ha
energy above the lowest of the compared OMol25 structures with the same formula, charge and spin: 4.5 kJ/mol
multiplicity: 2